No. 1
ORCA calculation (the ωB97M-V functional and the def2-TZVPD basis) on an isolated ion of composition C4H13N2 and charge +1 in a non-equilibrium geometry.

The geometry in XYZ format:
```
19
Properties=species:S:1:pos:R:3:forces:R:3:nbo_charge:R:1
C -0.046099 -1.706167 -0.728573 1.77 0.13 -0.37 -0.224
C -1.013437 -0.578684 -1.026018 -1.16 -1.14 1.75 -0.451
C -1.177102 0.293409 0.185642 1.25 2.45 0.98 -0.198
C 0.438049 1.705318 1.635725 0.35 0.20 -0.26 -0.427
N 0.118122 1.081568 0.308622 1.08 0.91 0.41 -0.546
N 1.333560 -1.110974 -0.706448 -0.34 -0.33 -0.40 -0.861
H -0.097096 -2.238210 0.232707 -0.84 0.37 -0.26 0.215
H -0.132375 -2.432425 -1.528710 -0.01 -0.32 -0.07 0.207
H -1.967393 -1.065349 -1.163887 -0.46 0.14 -0.64 0.258
H -0.699575 -0.010816 -1.891089 -0.16 0.07 -0.34 0.225
H -1.931925 1.082435 0.262305 -0.39 -0.48 -0.74 0.230
H -1.182917 -0.158608 1.173445 -0.36 -0.94 -0.24 0.222
H 0.836176 0.950871 2.316977 -0.51 -0.07 -0.03 0.234
H 1.281086 2.392928 1.462500 -0.57 0.02 0.14 0.237
H -0.452551 2.214865 2.016835 0.37 -0.08 0.05 0.233
H 0.312044 1.799061 -0.403064 -0.90 -0.26 0.02 0.421
H 0.863203 0.395924 0.117195 0.45 -0.71 -0.10 0.468
H 1.514316 -0.755013 -1.635866 0.11 0.20 -0.30 0.363
H 2.003910 -1.860127 -0.628290 0.32 -0.15 0.42 0.393
```
Forces are in eV/Å.

The value obtained for the LUMO energy is -2.90 eV. The calculation puts the total energy at -7332.5236 eV. Its SMILES is C[NH2+]CCCN. As for the relative energy (zero: lowest compared OMol25 entry of this formula, charge and spin): 22.22 kcal per mole. As for the multiplicity: 1. As for the HOMO energy: -14.4 eV. For the HOMO-LUMO gap, the calculation gives 11.46 eV. The total charge is +1.



No. 2
ORCA calculation (the ωB97M-V functional and the def2-TZVPD basis) on C3H4O3Yb as an isolated structure in a non-equilibrium geometry.

The geometry in XYZ format:
```
11
Properties=species:S:1:pos:R:3:forces:R:3:lowdin_spin:R:1
C 2.110231 -0.855719 -0.741829 -1.86 -0.65 1.77 0.159
C 1.392989 -0.962843 0.436634 2.81 -1.38 -2.92 0.598
H 1.614316 -0.628282 -1.696218 0.35 0.53 0.35 0.013
H 1.698254 -1.778798 1.108902 -0.33 0.60 0.54 0.051
H 3.159194 -1.185572 -0.777833 -0.36 0.08 0.00 0.033
O -1.262421 1.948218 0.193572 0.71 0.82 -0.13 0.002
C -1.835935 0.838648 0.360288 0.63 -1.11 0.28 0.005
O -1.204158 -0.178400 0.761252 0.70 0.66 0.48 0.063
O -3.133410 0.698198 0.147984 -0.60 -0.22 -0.42 0.003
Yb 0.784397 1.276970 0.997506 -1.75 0.25 -0.03 0.073
H -3.323455 0.827585 -0.790257 -0.30 0.41 0.08 0.000
```
Forces are in eV/Å.

The value obtained for the LUMO energy (alpha / beta) is -5.02 / -6.03 eV. The calculation puts the total energy at -40838.8756 eV. As for the relative energy (zero: lowest compared OMol25 entry of this formula, charge and spin): 11.56 kcal per mole. As for the multiplicity: 2. As for the HOMO energy (alpha / beta): -13.4 / -13.4 eV. For the HOMO-LUMO gap (alpha / beta), the calculation gives 8.42 / 7.33 eV. The total charge is +1.



No. 3
ORCA calculation (the ωB97M-V functional and the def2-TZVPD basis) on C6H16O6S2Sn as an isolated structure in a non-equilibrium geometry.

The geometry in XYZ format:
```
31
Properties=species:S:1:pos:R:3:forces:R:3:nbo_charge:R:1
Sn 27.667854 14.408929 9.549550 1.27 -1.05 -2.55 1.875
O 30.154682 13.427069 8.812531 -1.42 0.91 0.70 -1.085
S 31.462645 12.904190 8.433035 2.12 -0.14 -0.46 2.405
O 31.496956 11.794021 7.546490 -0.60 -0.28 0.22 -0.891
O 32.222552 14.089576 7.741524 -1.03 0.46 0.65 -0.725
C 33.583166 13.864597 7.255757 0.64 0.75 -1.08 -0.097
C 33.861570 14.781751 6.075513 -0.53 -0.27 -0.35 -0.626
C 32.497646 12.553304 9.854132 -0.79 0.10 -0.02 -0.878
H 33.662264 12.825462 6.947464 0.23 -0.06 0.33 0.218
H 34.302946 14.234127 7.985161 -0.25 -0.83 0.64 0.212
H 33.114029 14.706561 5.284161 -0.11 -0.04 0.11 0.215
H 34.794445 14.450111 5.619186 0.14 0.17 0.16 0.252
H 33.940794 15.818442 6.394195 0.07 0.00 -0.05 0.228
H 33.270691 11.897279 9.462537 0.07 0.00 0.15 0.287
H 31.891483 12.056777 10.610079 0.04 -0.25 -0.14 0.268
H 32.895867 13.464607 10.294040 0.02 0.11 -0.25 0.270
O 27.403046 13.787741 6.886388 -0.03 0.82 2.21 -1.077
S 27.780622 13.894552 5.474849 1.08 -0.04 -1.85 2.406
O 27.079106 13.077628 4.556795 -0.44 -0.16 0.28 -0.858
O 27.646925 15.412660 5.082183 0.19 -0.84 1.21 -0.707
C 27.872942 15.760321 3.681702 0.22 0.83 -0.80 -0.086
C 26.888425 16.858272 3.301462 -0.64 -0.59 -0.89 -0.649
C 29.516927 13.507671 5.312219 0.04 0.89 0.47 -0.897
H 27.731950 14.877376 3.060953 -0.16 -0.03 0.11 0.218
H 28.906730 16.081832 3.545662 0.04 0.00 0.47 0.196
H 26.076663 16.346741 2.780764 -0.31 0.26 0.24 0.234
H 27.272095 17.553495 2.555999 0.42 -0.07 0.16 0.248
H 26.461181 17.444291 4.110604 0.29 -0.18 0.27 0.237
H 30.083596 14.286892 5.825953 -0.05 -0.14 0.28 0.244
H 29.840101 13.565025 4.274884 -0.45 -0.27 -0.16 0.281
H 29.703410 12.530770 5.750878 -0.08 -0.05 -0.09 0.284
```
Forces are in eV/Å.

The value obtained for the LUMO energy is -11.17 eV. The calculation puts the total energy at -46248.5547 eV. As for the relative energy (zero: lowest compared OMol25 entry of this formula, charge and spin): 0.00 kcal per mole. As for the multiplicity: 1. As for the HOMO energy: -17.0 eV. For the HOMO-LUMO gap, the calculation gives 5.86 eV. The total charge is +2.



No. 4
ORCA calculation (the ωB97M-V functional and the def2-TZVPD basis) on an isolated ion of composition C6H11N2 and charge +1 in a non-equilibrium geometry.

The geometry in XYZ format:
```
19
Properties=species:S:1:pos:R:3:forces:R:3:nbo_charge:R:1
C -0.972800 1.779886 -0.416352 -1.68 -0.56 -1.47 -0.158
C -1.128434 0.068930 -0.536717 2.53 1.67 -1.99 -0.352
C -2.253473 -0.446624 0.006691 -2.29 -0.97 0.59 -0.256
C 1.097094 0.884874 -0.300040 -1.25 -1.18 -0.11 -0.044
C 0.269728 -0.220372 -0.057056 -1.03 0.22 0.36 0.267
C 1.974676 -1.657010 0.924943 -0.72 -1.86 -1.72 -0.414
N 0.402332 2.000821 -0.638688 -1.59 -0.52 -0.07 -0.458
N 0.602379 -1.342036 0.579567 0.84 0.75 -1.35 -0.490
H -1.763137 2.271588 -1.108095 1.78 -0.56 1.36 0.253
H -1.221148 1.717546 0.583014 -0.49 1.31 2.11 0.215
H -1.122997 0.119747 -1.606411 0.18 -0.67 -0.98 0.273
H -3.212896 -0.540760 -0.532773 0.78 0.03 0.54 0.233
H 2.119578 0.728409 -0.285202 1.95 0.68 -0.19 0.235
H 2.703852 -1.934591 0.136063 -0.98 0.15 -0.31 0.220
H 2.331409 -0.800527 1.329306 1.57 2.17 2.20 0.205
H 1.853225 -2.526474 1.522707 0.70 -0.34 1.18 0.230
H 0.498997 2.603770 -1.423754 1.50 0.43 -0.62 0.428
H -0.023987 -2.085946 0.772745 -1.06 -0.21 -0.39 0.424
H -2.154397 -0.621232 1.050053 -0.74 -0.54 0.87 0.188
```
Forces are in eV/Å.

The value obtained for the LUMO energy (alpha / beta) is -4.54 / -5.56 eV. The calculation puts the total energy at -9370.1299 eV. As for the relative energy (zero: lowest compared OMol25 entry of this formula, charge and spin): 106.19 kcal per mole. As for the multiplicity: 1. As for the HOMO energy (alpha / beta): -12.4 / -12.3 eV. For the HOMO-LUMO gap (alpha / beta), the calculation gives 7.90 / 6.72 eV. The total charge is +1.



No. 5
ORCA calculation (the ωB97M-V functional and the def2-TZVPD basis) on a 2-piece molecular cluster, C3H10OS overall in a non-equilibrium geometry.

The geometry in XYZ format:
```
15
Properties=species:S:1:pos:R:3:forces:R:3:nbo_charge:R:1
C 1.783079 1.334399 -2.209769 -0.41 -0.77 -0.47 -0.257
O 0.449989 1.390427 -2.742191 0.21 0.25 0.44 -0.723
H 2.323958 2.239704 -2.481026 0.17 0.10 0.28 0.167
H 1.717674 1.177328 -1.115157 0.49 0.04 -0.52 0.171
H 2.267535 0.484998 -2.731117 -0.15 0.40 0.60 0.184
H 0.020601 2.058352 -2.197294 -0.34 -0.05 -0.27 0.459
C -1.075887 -0.848540 2.846841 -2.24 0.30 -0.77 -0.755
S 0.016002 -0.193121 1.584308 0.60 0.27 0.52 0.208
C -0.686761 -1.093826 0.238598 -1.23 1.77 -2.70 -0.794
H -1.030595 -1.931030 2.798178 -0.01 -0.16 0.27 0.213
H -2.137609 -0.530235 2.563269 1.25 -0.55 0.34 0.208
H -0.956921 -0.495430 3.860577 0.66 0.17 0.09 0.235
H -1.763565 -0.825582 0.115504 0.40 -0.56 0.66 0.216
H -0.366852 -0.601867 -0.752045 0.35 -1.00 1.43 0.251
H -0.560650 -2.165577 0.221323 0.24 -0.21 0.10 0.217
```
Forces are in eV/Å.

The value obtained for the LUMO energy is 0.92 eV. The calculation puts the total energy at -16154.8899 eV. Its SMILES is CSC.CO. As for the relative energy (zero: lowest compared OMol25 entry of this formula, charge and spin): 22.50 kcal per mole. As for the multiplicity: 1. As for the HOMO energy: -8.6 eV. For the HOMO-LUMO gap, the calculation gives 9.48 eV.



No. 6
ORCA calculation (the ωB97M-V functional and the def2-TZVPD basis) on a 2-piece molecular cluster, C5H13NO2 overall in a non-equilibrium geometry.

The geometry in XYZ format:
```
21
Properties=species:S:1:pos:R:3:forces:R:3:nbo_charge:R:1
C 2.202566 0.721166 -0.431186 -0.68 0.30 0.12 -0.407
N 0.779051 0.412545 -0.591723 0.45 -0.71 -0.17 -0.630
C 0.064426 0.169572 0.652872 -1.65 1.10 -0.08 -0.042
C -1.149830 1.166162 0.698168 0.58 0.05 0.11 -0.514
C -1.604806 1.478923 2.095073 -0.10 0.26 -0.05 0.438
O -1.903775 2.584451 2.473741 0.03 -0.16 -0.05 -0.517
C -0.482511 -1.238088 0.796086 0.52 -0.29 -0.21 -0.625
H 2.287657 1.774204 -0.170793 0.19 0.11 0.12 0.190
H 2.689878 0.591661 -1.391397 0.25 -0.15 0.01 0.201
H 2.669067 0.130589 0.364577 0.23 -0.09 -0.20 0.171
H 0.684559 -0.400776 -1.193741 0.00 0.09 0.17 0.355
H 0.640863 0.482400 1.520510 0.67 -0.35 0.01 0.184
H -0.840592 2.113330 0.254068 -0.14 -0.08 -0.12 0.238
H -1.982376 0.751307 0.128851 -0.11 0.02 -0.10 0.223
H -1.636174 0.640594 2.810739 -0.02 -0.22 0.13 0.096
H -0.959311 -1.543282 -0.133118 -0.41 0.20 -0.12 0.210
H 0.294595 -1.994505 0.919445 0.10 0.11 0.42 0.216
H -1.210857 -1.279391 1.606433 0.09 -0.24 -0.01 0.211
H -0.831989 -1.769973 -3.368363 -0.05 -0.24 0.03 0.468
H 0.556001 -2.237753 -3.715345 0.06 -0.18 -0.01 0.467
O -0.266445 -2.553145 -3.324892 0.00 0.48 0.00 -0.934
```
Forces are in eV/Å.

The value obtained for the LUMO energy is 0.56 eV. The calculation puts the total energy at -10980.0483 eV. Its SMILES is CN[C@H](C)CC=O.O. As for the relative energy (zero: lowest compared OMol25 entry of this formula, charge and spin): 42.22 kcal per mole. As for the multiplicity: 1. As for the HOMO energy: -9.0 eV. For the HOMO-LUMO gap, the calculation gives 9.56 eV.



No. 7
ORCA calculation (the ωB97M-V functional and the def2-TZVPD basis) on a 2-piece molecular cluster, C3H4N5 overall in a non-equilibrium geometry.

The geometry in XYZ format:
```
12
Properties=species:S:1:pos:R:3:forces:R:3:nbo_charge:R:1
C 1.657469 -0.792106 0.726845 0.75 1.08 -0.71 0.034
C -2.107171 0.113286 -0.274423 0.00 0.23 0.84 0.427
C -1.435392 1.101253 0.222142 -1.98 -1.04 -1.07 -0.657
N 2.663964 0.076278 -0.978116 -0.57 -1.25 1.94 -0.151
N 2.592052 -1.049316 -0.225424 -0.73 -1.40 0.53 -0.413
N 1.231007 0.467293 0.653863 1.34 -0.60 -1.31 -0.412
N 1.865488 0.921824 -0.438956 -0.68 2.97 -0.31 -0.181
N -2.817427 -0.847241 -0.490605 -0.50 -1.51 -0.28 -0.707
H -1.776958 2.014729 -0.129343 0.18 2.02 -0.34 0.222
H 1.135283 -1.335459 1.494562 0.78 -1.13 0.01 0.174
H -0.540020 0.792291 0.659572 1.64 0.45 1.12 0.304
H -2.468293 -1.462834 -1.220120 -0.24 0.18 -0.41 0.360
```
Forces are in eV/Å.

The value obtained for the LUMO energy is 3.93 eV. The calculation puts the total energy at -10624.4878 eV. As for the relative energy (zero: lowest compared OMol25 entry of this formula, charge and spin): 45.82 kcal per mole. As for the multiplicity: 1. As for the HOMO energy: -5.1 eV. For the HOMO-LUMO gap, the calculation gives 8.99 eV. The total charge is -1.



No. 8
ORCA calculation (the ωB97M-V functional and the def2-TZVPD basis) on C5H5NO in the gas phase in a non-equilibrium geometry.

The geometry in XYZ format:
```
12
Properties=species:S:1:pos:R:3:forces:R:3:nbo_charge:R:1
O 1.079196 1.688170 1.543660 -0.86 -0.90 -0.02 -0.489
C 0.164864 1.239921 0.889454 0.72 0.49 0.59 0.420
C -0.230837 -0.237143 0.815701 -0.06 0.33 0.15 -0.306
C -1.146112 -0.672043 -0.296312 -0.16 0.09 0.03 -0.386
C 0.331138 -0.843308 -0.466610 0.21 0.10 -0.06 -0.324
C 1.077395 0.149633 -1.203115 1.36 0.17 -0.94 0.254
N 1.835537 0.881238 -1.683548 -0.98 -0.59 0.26 -0.290
H -0.345612 1.953358 0.216528 -0.41 -0.38 -0.12 0.129
H -0.199557 -0.830750 1.730003 0.17 0.29 -0.26 0.253
H -1.640072 0.082219 -0.903235 0.10 -0.05 0.14 0.233
H -1.721044 -1.583641 -0.147473 0.17 0.24 0.02 0.239
H 0.795104 -1.827654 -0.495054 -0.24 0.20 0.21 0.268
```
Forces are in eV/Å.

The value obtained for the LUMO energy is 0.51 eV. The calculation puts the total energy at -8801.6990 eV. Its SMILES is N#C[C@@H]1C[C@@H]1C=O. As for the relative energy (zero: lowest compared OMol25 entry of this formula, charge and spin): 39.67 kcal per mole. As for the multiplicity: 1. As for the HOMO energy: -10.3 eV. For the HOMO-LUMO gap, the calculation gives 10.78 eV.